[1]
45
Properties=species:S:1:pos:R:3:forces:R:3 method="wB97M-V/def2-TZVPD" e_above_lowest_kcal_mol=0.0 molar_mass_g_mol=305.42 smiles="CNC(=O)[C@H](CS)NC(=O)[C@@H](CCCC[NH3+])NC(C)=O" total_charge=+1 e_tot_ev=-35783.509 homo_lumo_gap_ha=0.344 multiplicity=1
O -1.282718 2.230177 -2.068118 0.7 0.5 1.4
O -1.505091 -2.408465 1.558118 1.1 0.8 1.6
O -0.377903 -0.066447 0.360091 0.1 0.9 0.0
S -2.123521 -3.427201 -2.525506 0.3 0.0 -0.5
C -0.546797 2.875900 -1.300160 -1.4 -0.7 -3.1
C -2.215640 -2.682443 0.618290 0.0 0.5 -0.4
C -1.476116 0.494234 0.297316 1.4 -0.9 0.4
N -2.679819 -3.902721 0.444980 -1.3 -1.1 -0.7
N -2.547009 -0.233487 -0.044455 -0.8 -0.5 0.4
N -0.680875 2.828784 0.016804 -0.1 -0.2 2.0
C 0.505787 3.789669 -1.834320 0.3 -0.6 0.3
C -2.504573 -5.043342 1.345669 0.5 -0.9 -1.0
C -0.536666 2.375459 3.060361 0.2 0.0 -0.7
C 0.494205 1.238922 2.948305 0.3 0.4 1.4
C -1.778088 -1.813808 -1.761953 0.3 -0.3 0.6
C -1.783918 2.287184 2.182535 -1.0 0.3 0.8
C -0.057884 -0.132242 3.354417 -1.2 1.3 -0.1
C -2.612790 -1.649140 -0.455633 0.9 0.1 -0.5
C -1.675786 2.003126 0.676901 -0.6 -0.2 -0.5
N 0.719040 -1.218079 2.737618 -1.8 0.1 -1.7
H -1.354855 -3.302069 -3.637053 -0.3 0.1 0.4
H -3.203172 -4.083540 -0.411026 0.2 0.0 0.5
H -3.421365 0.231894 -0.041320 -0.7 0.4 -0.2
H -0.004742 3.346886 0.556784 -0.2 -0.2 0.2
H 0.135918 4.786849 -2.009053 -0.2 0.3 -0.1
H 1.311710 3.803880 -1.133148 0.7 0.5 0.6
H 0.923068 3.341098 -2.717694 -0.1 0.1 -0.6
H -2.018258 -4.761430 2.268824 0.1 0.3 0.0
H -1.894226 -5.832724 0.819267 -0.5 0.8 0.6
H -3.470878 -5.488624 1.591675 0.0 0.2 -0.1
H -0.860232 2.507705 4.087591 0.0 0.0 0.2
H -0.063810 3.305410 2.763053 0.5 0.2 0.3
H 0.922728 1.244227 1.968445 0.0 -0.3 -0.8
H 1.340856 1.470858 3.612954 -0.2 0.1 0.0
H -2.094626 -1.019086 -2.410072 0.0 0.3 -0.4
H -0.704093 -1.715270 -1.547325 -0.5 0.0 0.0
H -2.469516 1.558915 2.630683 0.0 -0.2 -0.3
H -2.372476 3.243663 2.326505 0.8 -0.8 -0.3
H -1.094389 -0.201355 2.975103 0.6 -0.4 0.2
H -0.090666 -0.262556 4.448597 0.1 -0.1 -0.5
H -3.651621 -1.861982 -0.700672 -0.1 0.3 -0.1
H -2.679017 2.287797 0.319360 0.4 -0.1 -0.4
H 1.552284 -1.404373 3.198421 2.0 -0.5 1.1
H 0.893365 -0.995028 1.748131 -0.1 0.4 0.0
H 0.131494 -2.043582 2.644512 -0.3 -0.5 0.1

***

[2]
22
Properties=species:S:1:pos:R:3:forces:R:3 method="wB97M-V/def2-TZVPD" molar_mass_g_mol=340.12 total_charge=-1 e_tot_ev=-37018.625 homo_lumo_gap_ha="0.215 / 0.193" multiplicity=3
C 1.447590 -1.550962 0.471502 3.8 -0.4 -1.0
C 0.159779 -1.429592 0.781707 -4.7 -2.0 0.6
C 1.706869 0.752717 0.134131 -1.6 -0.1 1.1
C 2.336014 -0.440419 0.193405 -2.3 -0.6 0.0
C -0.431935 -0.173801 0.828627 0.8 -0.5 -0.4
C 0.331857 0.864984 0.449459 0.0 0.7 -0.3
C 3.712796 -0.646798 -0.285236 -1.3 1.8 -2.6
C -3.514400 -0.175864 0.043561 -0.1 0.4 0.4
N -0.239340 2.210942 0.415679 0.6 0.8 1.6
O 0.498980 3.111665 0.075193 0.4 0.5 -1.0
O -4.447322 -0.576939 -2.323874 -0.9 -0.9 -0.7
O -1.298392 2.416156 0.949392 -0.9 -0.6 -0.2
O -3.473722 1.577533 -1.811670 -0.1 0.9 0.2
S -4.339668 0.489137 -1.344236 1.5 0.3 -0.3
I -4.769998 -1.670909 0.819020 -0.1 -0.5 0.6
H 1.911728 -2.529119 0.310368 -0.4 0.0 0.3
H -0.600008 -2.349980 0.867111 2.1 1.9 0.0
H 2.190476 1.663943 0.024823 1.0 1.4 -0.7
H 4.391546 0.184077 -0.363893 -0.2 0.8 0.4
H 4.116450 -1.344314 0.293810 2.2 -3.2 2.1
H 3.625002 -0.989718 -1.317450 0.2 -0.4 0.0
H -3.314305 0.607269 0.788573 -0.2 -0.3 -0.1

***

[3]
122
Properties=species:S:1:pos:R:3:forces:R:3 method="wB97M-V/def2-TZVPD" e_above_lowest_kcal_mol=0.0 molar_mass_g_mol=1138.03 total_charge=+1 e_tot_ev=-250721.081 homo_lumo_gap_ha=0.240 multiplicity=1
Ti 0.066237 0.246512 0.558840 0.2 0.4 0.5
S -1.319459 1.826321 4.279208 0.0 0.0 0.1
As -0.950314 2.575801 2.401093 0.0 -0.2 -0.1
S -1.949544 1.354572 0.783037 0.2 0.0 -0.1
S 1.187997 1.741060 1.735367 0.0 -0.3 -0.1
S -0.956911 4.559105 1.838713 0.0 0.0 0.0
C 5.793347 -5.162064 -0.865848 0.0 0.0 0.0
S 6.273115 -4.338412 0.667264 0.0 0.0 0.0
C 6.596857 -2.653052 0.072831 0.0 0.0 0.0
C 5.459071 -1.666590 0.315814 0.0 0.0 0.0
C 4.176790 -2.094374 -0.377525 0.0 0.0 0.0
N 3.012782 -1.250116 -0.072070 -0.1 0.0 0.0
P 1.837321 -1.683936 1.056042 0.0 0.0 -0.2
C 2.704337 -2.046749 2.598205 0.1 -0.2 -0.1
C 3.233339 -3.317648 2.829645 0.0 0.0 0.0
C 4.010420 -3.552713 3.952819 0.0 0.0 0.0
C 4.264186 -2.523529 4.848846 0.0 0.0 0.0
C 3.751161 -1.253889 4.618528 0.0 0.0 0.0
C 2.978158 -1.011994 3.494060 0.0 0.0 0.0
C 1.147909 -3.262221 0.483903 0.0 0.0 -0.1
C 0.473190 -4.114922 1.355039 0.0 0.0 0.0
C -0.204322 -5.221158 0.862115 0.0 0.0 0.0
C -0.222662 -5.481753 -0.500757 0.0 0.0 0.0
C 0.449146 -4.638260 -1.376786 0.0 0.0 0.0
C 1.132798 -3.532872 -0.888275 0.0 0.0 0.0
P 2.437154 0.126361 -0.891494 -0.2 0.0 0.1
C 2.640800 -0.232196 -2.657372 0.1 0.0 0.0
C 3.914980 -0.216945 -3.233021 0.0 0.0 0.0
C 4.084278 -0.544696 -4.568347 0.0 0.0 0.0
C 2.982774 -0.882807 -5.345234 0.0 0.0 0.0
C 1.713758 -0.887158 -4.786166 0.0 0.0 0.0
C 1.541751 -0.563525 -3.447074 0.0 0.0 0.0
C 3.606403 1.470605 -0.591052 0.1 0.0 0.0
C 3.717147 2.519092 -1.503672 0.0 0.0 0.0
C 4.517130 3.613748 -1.210925 0.0 0.0 0.0
C 5.212194 3.666444 -0.010815 0.0 0.0 0.0
C 5.106661 2.624131 0.899324 0.0 0.0 0.0
C 4.300756 1.532857 0.615379 0.0 0.0 0.0
H 5.654134 -6.214622 -0.624483 0.0 0.0 0.0
H 6.584973 -5.081850 -1.609359 0.0 0.0 0.0
H 4.861192 -4.774081 -1.276936 0.0 0.0 0.0
H 6.851445 -2.711066 -0.988061 0.0 0.0 0.0
H 7.492561 -2.308063 0.588163 0.0 0.0 0.0
H 5.764506 -0.675826 -0.032469 0.0 0.0 0.0
H 5.272167 -1.583685 1.390645 0.0 0.0 0.0
H 3.929829 -3.111263 -0.060706 0.0 0.0 0.0
H 4.314405 -2.129292 -1.461741 0.0 0.0 0.0
H 3.052096 -4.125601 2.132352 0.0 0.0 0.0
H 4.422886 -4.538492 4.121625 0.0 0.0 0.0
H 4.867511 -2.709573 5.727853 0.0 0.0 0.0
H 3.951955 -0.449458 5.313690 0.0 0.0 0.0
H 2.595639 -0.014762 3.310977 0.0 0.0 0.0
H 0.476707 -3.922036 2.422338 0.0 0.0 0.0
H -0.718193 -5.881073 1.549304 0.0 0.0 0.0
H -0.753204 -6.345027 -0.880204 0.0 0.0 0.0
H 0.451452 -4.845287 -2.439230 0.0 0.0 0.0
H 1.671946 -2.890791 -1.578374 0.0 0.0 0.0
H 4.774373 0.072411 -2.639229 0.0 0.0 0.0
H 5.073662 -0.527516 -5.006326 0.0 0.0 0.0
H 3.114928 -1.134868 -6.389232 0.0 0.0 0.0
H 0.852713 -1.137806 -5.392562 0.0 0.0 0.0
H 0.548137 -0.556456 -3.019796 0.0 0.0 0.0
H 3.186916 2.476767 -2.447563 0.0 0.0 0.0
H 4.605019 4.422842 -1.924550 0.0 0.0 0.0
H 5.837693 4.520160 0.214391 0.0 0.0 0.0
H 5.645113 2.664654 1.837055 0.0 0.0 0.0
H 4.209854 0.730277 1.338171 0.0 0.0 0.0
O -0.665376 -0.912496 -1.067724 0.0 -0.1 0.2
H -0.430417 -1.854423 -1.105112 0.0 0.0 -0.1
H -1.638989 -0.838447 -1.385738 0.0 -0.1 0.0
Cl -1.133641 4.673092 -2.512658 0.0 0.1 0.0
C 0.072328 3.874155 -1.504518 -0.1 -0.1 0.1
Cl 0.206753 2.143136 -1.934755 0.1 0.1 -0.1
H -0.238805 3.934516 -0.463613 0.0 0.0 0.0
H 1.040942 4.324527 -1.683835 0.0 0.0 0.0
N -3.959995 -3.940294 4.881553 0.0 0.0 0.0
C -2.611626 -3.811674 4.857062 0.0 0.0 0.0
O -1.852485 -4.450520 5.552964 0.0 0.0 0.0
C -2.068183 -2.819757 3.860936 0.1 0.0 0.0
C -2.571098 -2.697720 2.572686 0.0 0.0 -0.1
C -1.949328 -1.838196 1.690686 -0.1 0.0 0.0
N -0.880444 -1.108619 2.034384 0.1 0.2 0.1
C -0.436012 -1.178003 3.297654 0.0 -0.1 0.0
C -0.984135 -2.038987 4.227470 0.0 0.0 0.0
H -4.356754 -4.549852 5.577984 0.0 0.0 0.0
H -4.558356 -3.265048 4.440062 0.0 0.0 0.0
H -3.417142 -3.281171 2.235241 0.0 0.0 0.0
H -2.332001 -1.711064 0.685996 0.0 0.0 0.0
H 0.384285 -0.531116 3.558080 0.0 0.0 0.0
H -0.574087 -2.098198 5.225847 0.0 0.0 0.0
C -4.605727 2.855541 -5.263160 0.0 0.0 0.0
C -3.423426 2.225318 -5.991317 0.0 0.0 -0.1
C -2.180598 1.994068 -5.133390 0.1 0.0 0.0
C -2.335814 0.962200 -4.023866 0.0 0.0 0.0
N -3.055504 1.515238 -2.881095 -0.1 0.0 0.1
C -3.665618 0.799723 -1.936689 0.0 0.1 -0.1
S -3.572284 -0.913342 -1.884968 0.0 0.0 0.0
N -4.361927 1.440132 -0.997019 -0.1 0.0 -0.1
C -4.381308 2.880590 -0.760855 0.0 0.1 0.0
C -5.467486 3.614077 -1.541947 0.0 0.0 0.0
C -6.874651 3.074771 -1.295500 0.0 0.0 0.0
C -7.313156 3.152184 0.162534 0.0 0.0 0.0
H -5.402441 3.107413 -5.963117 0.0 0.0 0.0
H -4.308040 3.781503 -4.761417 0.0 0.0 0.0
H -5.028881 2.184647 -4.513752 0.0 0.0 0.0
H -3.139294 2.865130 -6.830052 0.0 0.0 0.0
H -3.731066 1.272432 -6.432600 0.0 0.0 0.0
H -1.832061 2.941058 -4.703106 0.0 0.0 0.0
H -1.366686 1.652444 -5.777732 0.0 0.0 0.0
H -1.349591 0.622216 -3.699024 0.0 0.0 0.0
H -2.882240 0.087892 -4.378059 0.0 0.0 0.0
H -3.080935 2.521462 -2.809906 0.0 0.0 0.0
H -4.774433 0.834160 -0.307368 0.1 0.0 0.0
H -3.391725 3.289299 -0.977753 0.0 0.0 0.0
H -4.507508 3.020682 0.312296 -0.1 0.0 0.0
H -5.243337 3.568203 -2.611737 0.0 0.0 0.0
H -5.419070 4.670444 -1.261217 0.0 0.0 0.0
H -6.933795 2.040963 -1.648423 0.0 0.0 0.0
H -7.573003 3.640669 -1.915507 0.0 0.0 0.0
H -6.710457 2.510310 0.809590 0.0 0.0 0.0
H -8.350728 2.838996 0.275831 0.0 0.0 0.0
H -7.229137 4.171697 0.545339 0.0 0.0 0.0